1.
{"formula": "C4H8ClFNO2", "method": "ωB97M-V/def2-TZVPD", "e_lumo_ev": 3.690, "charge": -1, "spin_multiplicity": 1, "homo_lumo_gap_ev": 7.212, "energy_ev": -25101.5570, "de_lowest_kj_mol": 69.16, "elements": ["C", "H", "Cl", "C", "H", "C", "H", "H", "H", "N", "O", "O", "C", "H", "H", "H", "F"], "coordinates": [[1.880, 0.014, 0.126], [-1.108, -0.827, -0.732], [3.549, 1.030, 0.582], [0.729, 0.527, 0.864], [1.826, 0.287, -0.929], [2.276, -1.429, 0.357], [2.534, -1.619, 1.408], [1.431, -2.083, 0.098], [3.141, -1.692, -0.266], [0.205, 1.745, 0.381], [-0.557, 2.392, 1.114], [0.434, 2.104, -0.781], [0.644, 0.355, 2.358], [1.002, -0.645, 2.640], [1.256, 1.100, 2.896], [-0.390, 0.451, 2.711], [-0.584, -0.857, -1.585]], "forces_ev_per_angstrom": [[-0.8, 0.3, 0.0], [2.1, 0.2, -2.6], [0.1, -0.1, 0.0], [0.7, 0.4, -0.1], [0.0, -0.1, 0.3], [0.0, -0.1, 0.1], [0.0, 0.1, -0.3], [0.2, 0.2, 0.0], [-0.2, 0.0, 0.2], [0.2, -1.4, 0.0], [-0.3, 0.4, 0.5], [0.2, 0.3, -0.3], [-0.1, -0.1, 0.0], [0.0, 0.2, -0.1], [-0.1, -0.1, -0.1], [0.2, 0.0, 0.0], [-2.0, -0.2, 2.5]], "nbo_charge": [-0.084, 0.570, -0.369, -0.193, 0.248, -0.635, 0.204, 0.211, 0.210, 0.492, -0.532, -0.514, -0.635, 0.189, 0.198, 0.215, -0.576]}



2.
{"formula": "C6H9N", "method": "ωB97M-V/def2-TZVPD", "e_lumo_ev": 1.176, "charge": 0, "spin_multiplicity": 1, "homo_lumo_gap_ev": 10.306, "energy_ev": -7855.0434, "de_lowest_kj_mol": 300.67, "elements": ["C", "C", "C", "C", "N", "C", "C", "H", "H", "H", "H", "H", "H", "H", "H", "H"], "coordinates": [[-1.912, 0.083, -0.102], [-1.181, 1.228, -0.076], [0.253, 0.754, 0.314], [1.774, 0.731, -0.035], [1.688, -0.767, 0.167], [0.280, -0.661, -0.276], [-1.091, -1.174, 0.193], [-2.987, -0.008, -0.176], [-1.566, 2.256, -0.170], [0.229, 0.613, 1.402], [2.440, 1.271, 0.652], [2.063, 1.006, -1.041], [2.268, -1.277, -0.558], [0.243, -0.602, -1.362], [-1.457, -2.076, -0.254], [-1.043, -1.374, 1.321]], "forces_ev_per_angstrom": [[0.5, 0.6, 0.5], [0.4, -0.8, 0.0], [-0.7, -0.3, -0.9], [0.1, 0.4, 0.7], [1.1, -0.7, -1.2], [-0.9, 0.8, 0.8], [0.9, -0.1, 1.5], [0.0, 0.3, -0.2], [0.3, -0.7, 0.0], [0.1, 0.0, 0.0], [-0.2, -0.3, 0.0], [-0.3, 0.0, -0.4], [-0.8, 0.7, 1.3], [-0.1, 0.1, -0.3], [-0.3, -0.5, -0.5], [-0.1, 0.4, -1.3]], "nbo_charge": [-0.187, -0.187, -0.273, -0.210, -0.607, -0.033, -0.451, 0.211, 0.222, 0.201, 0.193, 0.180, 0.351, 0.162, 0.212, 0.215]}



3.
{"formula": "C34H74O10P", "method": "ωB97M-V/def2-TZVPD", "e_lumo_ev": 1.814, "charge": -1, "spin_multiplicity": 1, "homo_lumo_gap_ev": 4.284, "energy_ev": -66217.6304, "elements": ["C", "C", "O", "C", "C", "C", "C", "C", "P", "H", "H", "H", "H", "H", "H", "H", "H", "H", "H", "H", "H", "H", "H", "H", "H", "H", "H", "H", "H", "C", "C", "O", "C", "H", "H", "H", "H", "H", "H", "C", "C", "O", "C", "H", "H", "H", "H", "H", "H", "C", "C", "O", "C", "H", "H", "H", "H", "H", "H", "C", "C", "O", "C", "H", "H", "H", "H", "H", "H", "C", "C", "O", "C", "H", "H", "H", "H", "H", "H", "C", "C", "O", "C", "H", "H", "H", "H", "H", "H", "C", "C", "O", "C", "H", "H", "H", "H", "H", "H", "C", "C", "O", "C", "H", "H", "H", "H", "H", "H", "C", "C", "O", "C", "H", "H", "H", "H", "H", "H"], "coordinates": [[-5.552, -2.627, -6.491], [-4.495, -2.823, -5.404], [-3.368, -2.028, -5.709], [-2.141, -2.611, -5.303], [-2.038, -2.919, -3.810], [-0.586, -2.883, -3.335], [0.029, -1.485, -3.110], [-0.970, -0.356, -2.863], [-1.672, -0.289, -1.049], [-6.001, -3.584, -6.769], [-5.096, -2.211, -7.388], [-6.370, -1.995, -6.144], [-4.905, -2.502, -4.442], [-4.218, -3.880, -5.324], [-2.032, -3.556, -5.859], [-1.339, -1.948, -5.628], [-2.702, -2.288, -3.223], [-2.386, -3.951, -3.671], [-0.007, -3.393, -4.120], [-0.469, -3.505, -2.445], [0.715, -1.240, -3.929], [0.647, -1.539, -2.207], [-1.777, -0.326, -3.603], [-0.430, 0.593, -2.962], [-0.440, -0.861, -0.536], [-1.113, 1.068, -0.857], [-2.937, 0.351, -1.564], [-2.287, -1.660, -1.212], [-2.230, -0.214, 0.343], [-2.235, 2.610, 2.183], [-0.722, 2.604, 2.162], [-0.122, 2.588, 1.119], [-0.036, 2.607, 3.510], [-2.603, 2.589, 1.160], [-2.603, 1.728, 2.710], [-2.600, 3.501, 2.701], [-0.337, 1.727, 4.082], [-0.338, 3.494, 4.071], [1.044, 2.598, 3.373], [2.940, 0.314, 0.277], [2.738, -1.168, 0.502], [1.774, -1.735, 0.056], [3.805, -1.876, 1.310], [2.106, 0.705, -0.302], [2.985, 0.837, 1.235], [3.883, 0.486, -0.246], [3.884, -1.426, 2.302], [4.768, -1.774, 0.812], [3.547, -2.930, 1.410], [7.461, 0.802, 2.627], [7.559, -0.031, 1.373], [6.568, -0.383, 0.773], [8.940, -0.398, 0.905], [6.414, 0.995, 2.851], [7.919, 0.260, 3.458], [7.986, 1.748, 2.492], [9.457, -0.974, 1.675], [9.507, 0.509, 0.691], [8.865, -0.993, -0.003], [-1.682, 6.591, 7.204], [-1.903, 5.297, 6.455], [-1.112, 4.895, 5.635], [-3.168, 4.544, 6.775], [-0.746, 7.043, 6.886], [-2.509, 7.276, 7.007], [-1.649, 6.400, 8.278], [-4.032, 5.173, 6.554], [-3.197, 4.280, 7.834], [-3.208, 3.637, 6.174], [-8.990, -0.422, -8.025], [-9.032, -0.920, -9.450], [-9.954, -0.665, -10.189], [-7.857, -1.755, -9.899], [-9.881, 0.163, -7.815], [-8.935, -1.266, -7.335], [-8.103, 0.194, -7.868], [-7.770, -2.641, -9.268], [-6.934, -1.180, -9.805], [-7.994, -2.056, -10.935], [7.283, 0.945, -2.428], [8.538, 1.778, -2.397], [9.118, 2.036, -1.367], [9.044, 2.284, -3.728], [7.007, 0.632, -1.424], [6.463, 1.520, -2.863], [7.437, 0.061, -3.049], [8.283, 2.904, -4.205], [9.258, 1.443, -4.391], [9.949, 2.869, -3.579], [7.633, -2.516, 5.702], [9.085, -2.107, 5.665], [9.615, -1.743, 4.642], [9.843, -2.174, 6.970], [7.199, -2.427, 4.710], [7.542, -3.549, 6.044], [7.081, -1.881, 6.398], [9.832, -3.194, 7.358], [9.370, -1.526, 7.710], [10.870, -1.856, 6.813], [-8.101, 5.811, 7.132], [-7.020, 6.379, 6.245], [-5.861, 6.394, 6.590], [-7.455, 6.922, 4.907], [-7.663, 5.452, 8.060], [-8.846, 6.577, 7.352], [-8.604, 4.986, 6.625], [-8.177, 7.729, 5.047], [-7.936, 6.136, 4.323], [-6.591, 7.297, 4.365], [-2.607, -5.850, -0.449], [-2.741, -6.655, -1.716], [-3.789, -6.739, -2.314], [-1.496, -7.355, -2.213], [-3.562, -5.391, -0.209], [-2.295, -6.496, 0.374], [-1.860, -5.064, -0.579], [-1.134, -8.057, -1.460], [-0.711, -6.621, -2.405], [-1.723, -7.892, -3.131]], "forces_ev_per_angstrom": [[-0.2, -0.4, 0.1], [-0.1, 0.3, -0.1], [0.1, 0.1, -0.2], [-0.1, -0.3, 0.1], [0.0, -0.6, -0.1], [0.1, 0.0, -0.4], [-0.1, 0.0, 0.3], [0.3, 0.1, 0.1], [-0.4, 0.6, -0.1], [0.0, 0.0, 0.0], [0.0, 0.1, 0.0], [0.1, 0.2, -0.1], [0.1, -0.2, 0.1], [0.1, 0.0, 0.0], [0.2, 0.0, 0.0], [-0.1, 0.2, 0.1], [0.2, 0.2, 0.0], [-0.2, 0.1, 0.1], [0.1, -0.1, 0.1], [-0.1, 0.1, 0.1], [-0.1, 0.0, -0.1], [0.1, 0.0, -0.1], [-0.1, -0.1, 0.0], [0.0, 0.1, 0.0], [-0.1, -0.2, 0.0], [0.0, 0.0, 0.0], [0.0, -0.2, 0.0], [0.0, 0.0, 0.1], [0.0, -0.1, -0.1], [0.0, 0.1, -0.1], [-0.4, -0.2, 0.0], [0.4, 0.3, 0.1], [0.1, 0.0, -0.2], [0.0, -0.1, 0.0], [0.0, 0.0, 0.0], [0.0, 0.0, 0.1], [-0.1, 0.0, 0.0], [0.0, -0.1, 0.0], [0.0, 0.0, 0.0], [-0.1, 0.0, -0.1], [0.0, 0.4, 0.0], [0.3, -0.4, 0.1], [-0.2, -0.3, -0.1], [0.0, 0.0, 0.0], [0.1, 0.0, 0.0], [0.0, 0.0, 0.1], [0.1, 0.1, 0.0], [0.0, 0.1, 0.1], [0.0, 0.0, 0.0], [-0.2, -0.1, 0.0], [0.0, 0.0, 0.0], [0.1, 0.1, 0.0], [0.0, -0.1, -0.1], [0.0, 0.0, 0.0], [0.1, 0.1, 0.0], [0.1, 0.0, 0.0], [0.0, 0.1, 0.1], [0.0, 0.0, 0.1], [0.0, 0.0, 0.0], [0.1, 0.0, -0.1], [-0.1, 0.0, 0.1], [0.0, 0.1, 0.1], [0.1, -0.1, -0.2], [0.0, 0.0, 0.0], [0.0, 0.0, 0.1], [-0.1, 0.0, 0.0], [0.0, 0.0, 0.1], [0.0, 0.1, 0.0], [0.0, 0.0, 0.0], [-0.1, 0.1, -0.1], [0.1, 0.0, 0.1], [0.0, 0.0, 0.0], [-0.1, 0.0, -0.1], [0.0, 0.0, 0.0], [0.1, 0.0, 0.0], [0.0, -0.1, 0.0], [0.1, 0.0, 0.0], [0.0, 0.0, 0.1], [0.0, 0.0, 0.0], [0.0, 0.0, 0.2], [-0.1, 0.0, 0.0], [0.0, 0.0, 0.0], [0.1, 0.1, 0.1], [0.0, 0.0, 0.0], [0.0, 0.0, -0.1], [0.0, 0.0, -0.1], [0.0, -0.1, 0.0], [-0.1, 0.0, 0.0], [0.0, 0.0, 0.0], [0.0, 0.0, -0.1], [-0.1, 0.0, 0.0], [0.0, 0.0, 0.0], [0.1, 0.0, -0.1], [0.0, 0.0, 0.0], [0.0, 0.0, 0.1], [0.0, 0.0, 0.0], [-0.1, 0.0, 0.0], [0.0, -0.1, 0.0], [0.0, 0.0, 0.0], [0.1, 0.0, 0.1], [-0.1, 0.0, -0.1], [-0.1, 0.1, 0.0], [0.1, 0.0, 0.0], [0.0, 0.0, 0.0], [0.0, 0.0, -0.1], [0.0, 0.0, 0.0], [-0.1, 0.0, 0.0], [-0.1, 0.0, 0.0], [0.0, 0.0, 0.0], [-0.2, 0.0, -0.1], [0.0, 0.1, 0.0], [0.0, -0.1, 0.0], [-0.1, 0.0, -0.1], [0.0, 0.0, 0.0], [0.1, 0.0, 0.0], [0.0, 0.0, 0.0], [0.1, 0.1, 0.0], [0.0, 0.0, 0.1], [0.0, 0.0, 0.0]], "lowdin_charge": [-0.078, -0.280, -0.161, -0.231, -0.219, -0.220, -0.287, -0.421, 0.207, 0.063, 0.070, 0.058, 0.121, 0.114, 0.117, 0.121, 0.083, 0.096, 0.097, 0.087, 0.083, 0.058, 0.044, 0.045, -0.078, -0.092, -0.092, -0.079, -0.116, -0.033, -0.506, 0.053, -0.028, 0.078, 0.077, 0.070, 0.082, 0.044, 0.072, -0.009, -0.494, 0.056, -0.033, 0.082, 0.079, 0.070, 0.078, 0.050, 0.074, -0.007, -0.485, 0.041, -0.019, 0.082, 0.068, 0.088, 0.079, 0.074, 0.083, -0.021, -0.490, 0.062, -0.016, 0.079, 0.083, 0.082, 0.051, 0.087, 0.084, -0.025, -0.507, 0.060, -0.025, 0.078, 0.082, 0.088, 0.082, 0.085, 0.078, -0.010, -0.495, 0.058, -0.028, 0.057, 0.092, 0.091, 0.084, 0.083, 0.077, -0.021, -0.505, 0.061, -0.026, 0.080, 0.085, 0.087, 0.083, 0.084, 0.080, -0.022, -0.492, 0.053, -0.020, 0.081, 0.084, 0.086, 0.084, 0.088, 0.084, -0.018, -0.512, 0.055, -0.028, 0.083, 0.081, 0.085, 0.079, 0.082, 0.076]}



> Which of these has the highest charge?

C6H9N